# 1
{"formula": "C5H38NO14", "method": "ωB97M-V/def2-TZVPD", "molar_mass_g_mol": 336.352, "largest_force_ev_per_a": 1.6, "e_above_lowest_kj_mol": 0.0, "homo_ha": -0.50290, "charge": 1, "gap_ev": 11.46, "symbols": ["O", "C", "C", "N", "C", "C", "C", "H", "H", "H", "H", "H", "H", "H", "H", "H", "H", "H", "H", "H", "H", "O", "H", "H", "O", "H", "H", "O", "H", "H", "O", "H", "H", "O", "H", "H", "O", "H", "H", "O", "H", "H", "O", "H", "H", "O", "H", "H", "O", "H", "H", "O", "H", "H", "O", "H", "H", "O"], "xyz": [[0.17018, 0.90495, -1.33574], [-0.13900, 0.20240, -0.11906], [1.16112, -0.36286, 0.46357], [0.97133, -1.77839, 0.95874], [1.96931, -1.99021, 2.05526], [2.28211, -0.61568, 2.62965], [1.68542, 0.41999, 1.67572], [-0.41471, 1.71114, -1.44567], [-0.65876, 0.87335, 0.58542], [-0.85801, -0.58508, -0.42308], [1.93820, -0.41401, -0.35025], [-0.04019, -1.88601, 1.32475], [1.05312, -2.47595, 0.19903], [2.82241, -2.47319, 1.60465], [1.59941, -2.71356, 2.78227], [3.32495, -0.38931, 2.77253], [1.83668, -0.51653, 3.65149], [0.89625, 1.01025, 2.13675], [2.40665, 1.18452, 1.35517], [3.23729, 1.58698, -1.76904], [1.72776, 1.65263, -1.43453], [2.56378, 2.17613, -1.38565], [-0.26023, -3.66986, -1.34218], [-1.56139, -2.95536, -0.89346], [-0.65018, -2.80683, -1.16054], [-0.32697, -1.77654, -2.58666], [0.01659, -0.28635, -2.66227], [0.09771, -1.12394, -3.16772], [-2.64735, 2.14836, -0.40876], [-2.71241, 1.75216, 1.09489], [-3.13721, 1.58817, 0.21595], [-3.78671, -3.55117, 0.11494], [-3.63085, -2.02497, -0.21510], [-3.12423, -2.87261, -0.02245], [2.64556, -4.47750, -1.31499], [2.30628, -3.04079, -1.77322], [1.98366, -3.78092, -1.19977], [-2.22055, -2.25958, 1.35083], [-1.92030, -1.00099, 2.20987], [-1.56982, -1.87842, 1.99152], [-0.99977, 2.88318, 1.90912], [-1.99372, 2.56325, 3.09903], [-1.56332, 2.21708, 2.31844], [2.54002, 3.15164, 0.06835], [3.07154, 4.38113, 0.83746], [2.44175, 3.65342, 0.88869], [-4.00011, 0.16354, -0.18225], [-4.98936, -0.45839, -1.20867], [-4.51086, -0.63995, -0.41407], [3.05728, -1.73656, -3.55246], [1.66233, -1.43311, -2.93000], [2.63298, -1.65528, -2.68777], [-0.34949, 5.08263, 1.28178], [0.74061, 4.04319, 0.93817], [-0.20932, 4.19425, 0.99151], [-0.93231, 3.60837, -0.43691], [-1.43818, 3.74482, -1.90106], [-1.35677, 3.11761, -1.19557]]}

=====

# 2
{"formula": "C5H3AlO6", "method": "ωB97M-V/def2-TZVPD", "molar_mass_g_mol": 186.055, "largest_force_ev_per_a": 8.2, "e_above_lowest_kj_mol": 418.2, "homo_ha": [-0.65920, -0.68034], "charge": 2, "gap_ev": [6.24, 6.41], "symbols": ["O", "C", "Al", "C", "O", "C", "O", "C", "O", "C", "O", "H", "O", "H", "H"], "xyz": [[-1.11799, 0.57571, -1.75223], [0.13294, -0.23008, -1.70471], [-0.45075, -0.53032, 0.90568], [-0.88741, 1.27771, 1.91112], [-0.98009, 2.26409, 2.50949], [-0.26134, -1.53447, -1.61866], [-0.65246, -2.49843, -2.13192], [0.68093, 0.40620, -0.47377], [1.41792, 1.36910, -0.36665], [-1.32242, 0.90114, -0.37612], [-1.95247, 1.90399, -0.09866], [0.55750, -0.31147, -2.72837], [1.32585, -1.25881, 1.72534], [1.37667, -1.57282, 2.65526], [2.13314, -0.76155, 1.54422]]}

=====

# 3
{"formula": "C5H3BrF4N2", "method": "ωB97M-V/def2-TZVPD", "molar_mass_g_mol": 246.989, "largest_force_ev_per_a": 3.2, "e_above_lowest_kj_mol": 238.0, "homo_ha": [-0.35704, -0.30034], "charge": 0, "gap_ev": [10.26, 5.32], "symbols": ["C", "C", "C", "C", "C", "N", "N", "F", "F", "F", "F", "Br", "H", "H", "H"], "xyz": [[-3.03509, 0.11740, -0.36873], [-1.69318, 0.64733, -0.70490], [-1.51765, -1.15194, 0.31761], [2.28557, -0.35432, 0.16471], [2.02173, 1.07266, 0.29895], [-2.83197, -1.00244, 0.30001], [-0.81817, -0.16869, -0.20326], [2.42383, -0.91342, 1.40812], [3.63830, -0.47331, -0.32521], [2.28048, 1.68160, 1.41073], [1.75489, 1.87704, -0.70396], [-0.65733, -2.66266, 0.94677], [-3.92297, 0.67670, -0.78087], [-1.36276, 1.44998, -1.46933], [1.43431, -0.79592, -0.29063]]}

=====

# 4
{"formula": "C5H3Cl", "method": "ωB97M-V/def2-TZVPD", "molar_mass_g_mol": 98.532, "largest_force_ev_per_a": 2.3, "e_above_lowest_kj_mol": 373.5, "homo_ha": -0.32922, "charge": 0, "gap_ev": 7.54, "symbols": ["C", "C", "C", "C", "C", "Cl", "H", "H", "H"], "xyz": [[-1.39099, -1.78200, 0.56457], [0.11199, 2.30177, -0.14572], [-0.88224, -1.52958, -0.47829], [0.72985, 1.29314, -0.22392], [1.44484, 0.19837, -0.60567], [2.47279, -0.33349, 0.64806], [-1.48243, -1.95330, 1.59400], [-0.21553, 3.24195, 0.16713], [-0.78828, -1.43686, -1.52016]]}

=====

# 5
{"formula": "C5H3Cl4NO", "method": "ωB97M-V/def2-TZVPD", "molar_mass_g_mol": 234.897, "largest_force_ev_per_a": 4.0, "e_above_lowest_kj_mol": 89.1, "homo_ha": [-0.31213, -0.31591], "charge": 0, "gap_ev": [7.35, 7.38], "symbols": ["C", "C", "C", "C", "C", "N", "O", "Cl", "Cl", "Cl", "Cl", "H", "H", "H"], "xyz": [[0.27849, -0.32131, 0.56136], [-0.62242, 0.44602, 1.09252], [1.02237, -0.16925, -0.70601], [-0.94759, 1.74373, 0.58581], [-0.85830, 1.08094, -1.67795], [0.36177, 0.45253, -1.77515], [2.18401, -0.43530, -0.80801], [0.31928, 2.88069, 0.36792], [-2.49604, 2.41750, 0.87956], [-1.14931, 2.67821, -2.34956], [-2.29546, 0.05149, -1.88164], [0.71137, -1.11622, 1.05202], [-1.24753, 0.31418, 1.96061], [0.86142, 0.32858, -2.72127]]}

=====

# 6
{"formula": "C5H3ClN2O2S2", "method": "ωB97M-V/def2-TZVPD", "molar_mass_g_mol": 222.678, "largest_force_ev_per_a": 3.9, "homo_ha": [-0.29975, -0.37337], "s2": 2.087, "charge": 0, "multiplicity": 3, "gap_ev": [6.25, 6.62], "symbols": ["C", "C", "C", "C", "C", "N", "N", "O", "O", "S", "S", "Cl", "H", "H", "H"], "xyz": [[2.14833, -0.78137, -2.16568], [2.85972, 0.34280, -1.94477], [3.74273, 1.29366, -2.31495], [2.03272, 1.59120, -0.21416], [-0.32755, 0.07970, 0.34596], [1.52963, -1.74436, -2.33592], [4.01892, 2.38829, -1.52381], [1.65107, 0.33876, 2.16967], [0.31650, 2.32492, 1.48100], [3.13621, 2.78518, -0.25475], [0.92254, 1.08111, 1.13420], [4.82940, 1.02730, -3.65461], [0.09115, -0.63311, -0.34040], [-0.97889, -0.44010, 1.09063], [-1.15877, 0.76181, -0.06437]]}

=====

# 7
{"formula": "C5H3ClO2", "method": "ωB97M-V/def2-TZVPD", "molar_mass_g_mol": 130.530, "largest_force_ev_per_a": 5.9, "e_above_lowest_kj_mol": 522.0, "smiles": "C#CC(=O)O/C=C/Cl", "homo_ha": -0.37383, "charge": 0, "gap_ev": 10.49, "symbols": ["C", "C", "C", "C", "C", "H", "H", "H", "O", "O", "Cl"], "xyz": [[-0.83592, 1.00873, 0.66655], [0.17889, 1.01951, -0.17096], [0.39358, -1.38085, -0.35039], [1.25426, -2.30416, -1.19332], [2.04808, -3.14844, -1.50910], [-1.73829, 0.04673, 0.78631], [1.09084, 1.99529, -0.13649], [3.14686, -3.44052, -1.99095], [0.38853, -0.25669, -0.93714], [-0.23359, -1.67987, 0.71331], [-1.29248, 2.68954, 1.08677]]}

=====

# 8
{"formula": "C5H3ClS2", "method": "ωB97M-V/def2-TZVPD", "molar_mass_g_mol": 162.666, "largest_force_ev_per_a": 6.3, "e_above_lowest_kj_mol": 177.5, "smiles": "C#C/C=C(/Cl)C(=S)S", "homo_ha": -0.32490, "charge": 0, "gap_ev": 7.30, "symbols": ["C", "C", "C", "C", "C", "H", "H", "H", "S", "S", "Cl"], "xyz": [[1.14444, 0.02488, -0.90146], [0.41850, 0.81829, 0.19891], [-0.90530, 0.72087, 0.64873], [-1.64958, -0.35703, 0.18521], [-2.46335, -1.24208, -0.09210], [2.57213, -0.86604, 0.99462], [-1.07313, 1.32697, 1.43704], [-2.90188, -1.99802, -0.63607], [2.86100, -0.28237, -0.48049], [0.62582, 0.05236, -2.50557], [1.37133, 1.80217, 1.15119]]}

=====

# 9
{"formula": "C5H3F", "method": "ωB97M-V/def2-TZVPD", "molar_mass_g_mol": 82.077, "largest_force_ev_per_a": 2.4, "e_above_lowest_kj_mol": 349.5, "homo_ha": [-0.33794, -0.33793], "charge": 0, "gap_ev": [8.54, 8.54], "symbols": ["C", "C", "C", "C", "C", "F", "H", "H", "H"], "xyz": [[-0.28072, 1.38381, 1.52323], [-0.98547, 0.58582, 2.28011], [0.10297, -0.46034, 0.29650], [-0.52252, 0.86043, 0.13549], [-1.27971, -0.10550, 0.88695], [-1.18566, 0.18022, 3.51224], [0.16575, -1.03992, -0.60845], [0.94814, -0.56004, 0.90622], [-0.36753, 1.21250, -0.88701]]}

=====

# 10
{"formula": "C5H3FO", "method": "ωB97M-V/def2-TZVPD", "molar_mass_g_mol": 98.076, "largest_force_ev_per_a": 4.2, "e_above_lowest_kj_mol": 363.8, "homo_ha": -0.34210, "charge": 0, "gap_ev": 8.10, "symbols": ["C", "C", "C", "C", "C", "O", "F", "H", "H", "H"], "xyz": [[3.21876, 0.16821, 0.03134], [0.59281, 0.63095, -0.11426], [-0.14777, -1.94598, 0.01411], [0.59019, -0.82585, -0.11434], [2.06066, 0.50133, -0.35568], [4.36686, -0.04864, 0.13630], [0.33665, -3.19006, -0.04419], [0.07489, 1.09928, -0.94970], [0.32212, 1.11174, 0.82871], [-1.21990, -1.91524, 0.15996]]}

=====

# 11
{"formula": "C5H3N", "method": "ωB97M-V/def2-TZVPD", "molar_mass_g_mol": 77.086, "largest_force_ev_per_a": 2.9, "e_above_lowest_kj_mol": 238.0, "homo_ha": -0.36871, "charge": 0, "gap_ev": 9.50, "symbols": ["C", "C", "C", "C", "C", "N", "H", "H", "H"], "xyz": [[0.83177, 0.21604, -0.08831], [0.47394, -1.15198, -0.02849], [-1.48784, 0.65350, -0.03549], [-0.13999, 1.15732, -0.04820], [-0.34682, -2.11202, -0.07660], [-2.62994, 0.45392, -0.05337], [1.87069, 0.39716, -0.07027], [1.37155, -1.91173, 0.26537], [0.05664, 2.29782, 0.13535]]}

=====

# 12
{"formula": "C5H3N", "method": "ωB97M-V/def2-TZVPD", "molar_mass_g_mol": 77.086, "largest_force_ev_per_a": 6.4, "e_above_lowest_kj_mol": 452.3, "smiles": "C#C/C=N/C#C", "homo_ha": [-0.34228, -0.32086], "charge": 0, "gap_ev": [8.28, 7.48], "symbols": ["C", "C", "C", "C", "C", "N", "H", "H", "H"], "xyz": [[1.93403, -2.08289, -0.88949], [-2.44203, 1.75156, 0.27207], [1.29190, -1.15354, -0.47496], [-1.78585, 0.77500, -0.12042], [0.54854, -0.20672, 0.14639], [-1.08931, -0.21709, -0.40210], [2.46626, -2.97061, -0.97406], [-2.86697, 2.71482, 0.32801], [0.68376, 0.38758, 0.99110]]}

=====

Question: What is the formula in the tenth record?
Answer: C5H3FO